Here is an isolated molecule of C24H51BN2O4 in a non-equilibrium geometry from the Open Molecules 2025 dataset. Energies are from ωB97M-V/def2-TZVPD.

Last column: Mulliken charge in e.
Cartesian coordinates (Å):
C1 9.83142 -1.40007 1.62885  -1.19
C2 8.98273 -1.38665 0.33304  -0.46
C3 8.25258 -0.03806 0.23113  -0.62
C4 7.15892 -0.03844 -0.83984  -0.73
C5 6.39082 1.29834 -0.91494  -0.77
C6 4.87381 1.13154 -1.00604  -0.73
C7 4.13776 2.48959 -1.10483  -0.59
C8 2.75362 2.35491 -0.42705  -0.77
C9 1.68305 3.33089 -0.97326  -0.83
C10 0.29888 2.70147 -0.71060  -0.14
C11 -0.86867 3.69714 -0.74419  -1.07
C12 -2.20145 2.88493 -0.82827  -0.45
C13 -2.57078 2.41125 0.58797  -0.79
C14 -3.59352 1.26882 0.67418  -1.96
C15 -3.08820 -0.12136 0.19495  1.98
C16 -1.73261 -0.50998 0.78205  -0.30
C17 -1.72203 -0.91639 2.26564  0.89
O1 -0.35792 -1.29245 2.55651  -0.66
C18 -2.11572 0.18523 3.27647  -0.96
N1 -3.42132 -0.16912 3.87710  -0.45
O2 -3.12899 -0.01520 -1.26819  -0.33
C19 -2.65102 -1.06368 -1.99577  0.63
O3 -1.51101 -1.11482 -2.25857  -0.54
C20 -3.56326 -2.12530 -2.57936  -0.75
C21 -4.87515 -1.54757 -3.20030  -0.71
C22 -6.11944 -2.13779 -2.51355  -0.24
N2 -6.16319 -3.59574 -2.66738  -0.64
B1 -4.28233 -1.13723 0.63173  0.12
O4 -5.52438 -0.61037 0.80886  -0.68
C23 -4.12699 -2.71223 0.83303  -0.08
C24 -4.66680 -3.23519 2.18420  -1.29
H1 10.11430 -0.39004 1.93021  0.32
H2 9.21841 -1.82047 2.42744  0.30
H3 10.73946 -1.99373 1.52616  0.35
H4 8.26467 -2.20704 0.41114  0.32
H5 9.60222 -1.58126 -0.54528  0.33
H6 7.82067 0.14544 1.22183  0.38
H7 9.00679 0.72902 0.02902  0.29
H8 6.50374 -0.89413 -0.64926  0.43
H9 7.65437 -0.22078 -1.79828  0.30
H10 6.64693 1.93188 -0.05968  0.44
H11 6.73780 1.80727 -1.81963  0.24
H12 4.63158 0.57155 -1.91676  0.24
H13 4.52020 0.53927 -0.15701  0.44
H14 3.98954 2.79274 -2.14089  0.41
H15 4.74263 3.21500 -0.55307  0.35
H16 2.82976 2.47981 0.65631  0.28
H17 2.42149 1.32367 -0.59828  0.40
H18 1.86320 3.53774 -2.02781  0.43
H19 1.75838 4.23961 -0.36683  0.28
H20 0.36038 2.25068 0.28688  0.11
H21 0.17774 1.88834 -1.43052  0.28
H22 -0.79831 4.22518 -1.70179  0.43
H23 -0.86795 4.38863 0.09896  0.35
H24 -2.99360 3.49767 -1.26554  0.41
H25 -1.99835 2.07729 -1.53022  0.12
H26 -1.64720 2.22940 1.13823  0.09
H27 -3.02305 3.27653 1.09171  0.31
H28 -4.45741 1.53240 0.06277  0.81
H29 -3.96762 1.20113 1.69571  0.50
H30 -1.26178 -1.34516 0.25986  0.42
H31 -1.00818 0.30654 0.68215  -0.50
H32 -2.30524 -1.80483 2.49799  -0.24
H33 0.19528 -0.54351 2.29133  0.39
H34 -1.37257 0.14490 4.08216  0.46
H35 -2.08822 1.20070 2.89002  0.19
H36 -3.26680 -0.85191 4.60836  0.24
H37 -3.89068 0.63511 4.27633  0.20
H38 -3.79366 -2.92881 -1.88164  0.21
H39 -3.01726 -2.58724 -3.39501  0.40
H40 -4.88974 -0.45763 -3.22116  0.36
H41 -4.93198 -1.90028 -4.23242  0.42
H42 -6.10278 -1.80278 -1.46795  0.02
H43 -6.98922 -1.75646 -3.05036  0.51
H44 -7.11714 -3.91340 -2.54121  0.24
H45 -5.59344 -4.06536 -1.97192  0.25
H46 -6.15016 -1.31327 1.03686  0.34
H47 -4.76049 -3.18566 0.06780  -0.11
H48 -3.11118 -3.06698 0.64162  0.45
H49 -5.66939 -2.84344 2.38049  0.24
H50 -4.76244 -4.32191 2.16482  0.44
H51 -4.04253 -2.95788 3.03280  0.25

Values from the calculation:
HOMO level	-9.419	eV
LUMO energy	0.47	eV
frontier orbital gap	9.89	eV
calculated total energy	-37562.728	eV